DFT (ωB97M-V/def2-TZVPD) results for a 7-piece molecular cluster, C3H20O7 overall.

The geometry in XYZ format:
```
30
Properties=species:S:1:pos:R:3:nbo_charge:R:1
C 0.4530 4.2257 -1.4452 -0.238
O -0.4844 3.3152 -2.0430 -0.777
H 1.3183 4.3619 -2.0214 0.182
H 0.0246 5.1902 -1.2328 0.172
H 0.8491 3.7999 -0.5060 0.138
H -1.1592 3.0716 -1.3487 0.507
C 0.5246 -5.6561 0.7240 -0.239
O 1.6049 -5.5596 1.5885 -0.735
H 0.5741 -4.8036 0.0573 0.165
H 0.7419 -6.5424 0.1393 0.176
H -0.4381 -5.6642 1.2598 0.161
H 1.9588 -4.6639 1.6816 0.471
C -1.3603 -1.7447 -0.5038 -0.258
O -0.0417 -1.6065 0.0269 -0.766
H -1.4279 -2.4012 -1.4006 0.181
H -1.9119 -2.2715 0.3097 0.181
H -1.8738 -0.7800 -0.6434 0.175
H 0.5757 -1.2124 -0.6039 0.501
O -0.5856 0.8115 1.5089 -0.992
H 0.2716 1.0768 1.8721 0.495
H -0.4836 -0.0467 1.1642 0.500
O -2.0317 2.8416 0.1121 -0.979
H -2.9763 2.7862 0.2843 0.487
H -1.6345 2.2647 0.7909 0.511
O 0.2973 0.8138 -1.3855 -1.004
H -0.1203 1.1137 -0.5782 0.472
H 0.1316 1.5109 -2.0479 0.507
O 2.5395 1.8596 1.7750 -0.937
H 2.0688 2.6163 1.4541 0.467
H 2.5954 1.2929 1.0116 0.475
```

The LUMO energy comes out at 0.287 eV. The molecular weight is 168.19 g mol⁻¹. As for the spin multiplicity: 1. The SMILES is CO.CO.CO.O.O.O.O.

=====

DFT (ωB97M-V/def2-TZVPD) results for a 17-piece molecular cluster, C43H118N2O17 overall.

The geometry in XYZ format:
```
180
Properties=species:S:1:pos:R:3:lowdin_charge:R:1
C -2.3987 1.0079 0.7403 -0.029
C -1.9509 0.2353 -0.5274 -0.483
C -1.7192 1.3121 -1.6342 -0.163
C -0.8247 0.9472 -2.7722 -0.192
C 0.5297 0.5272 -2.1550 -0.125
C 0.4416 -0.6439 -1.1226 -0.495
N -0.7097 -0.4084 -0.2115 -0.146
O -0.8439 -1.4222 0.7069 0.000
C 0.3210 -1.9732 -1.8878 -0.027
C 1.7135 -0.5905 -0.3048 -0.048
C -3.0818 -0.7287 -1.0605 -0.018
H -1.5153 1.3265 1.2936 0.082
H -2.8479 0.2830 1.4191 0.074
H -2.9965 1.9037 0.5722 0.084
H -2.6631 1.5947 -2.1004 0.116
H -1.2316 2.2053 -1.2434 0.119
H -0.6239 1.8263 -3.3846 0.113
H -1.2692 0.1609 -3.3824 0.109
H 1.0543 1.3688 -1.7028 0.116
H 1.0593 0.1522 -3.0308 0.112
H 0.2327 -2.7434 -1.1216 0.078
H -0.6118 -2.0119 -2.4503 0.069
H 1.0867 -2.2268 -2.6209 0.084
H 2.5724 -0.5126 -0.9714 0.088
H 1.7032 0.2968 0.3283 0.085
H 1.8497 -1.4058 0.4057 0.080
H -2.8519 -1.2737 -1.9761 0.068
H -3.9679 -0.1989 -1.4102 0.074
H -3.3706 -1.3915 -0.2448 0.073
H -0.7628 -0.9884 1.5594 0.104
C 7.1549 -7.7897 11.6182 -0.033
C 6.9440 -6.3808 10.9352 -0.464
C 8.2829 -6.1638 10.1698 -0.168
C 8.2194 -5.0417 9.1453 -0.150
C 7.0724 -5.4779 8.1327 -0.111
C 5.6554 -5.6679 8.7817 -0.477
N 5.8216 -6.4978 10.0000 -0.172
O 4.6753 -6.8742 10.5934 0.019
C 5.0268 -4.2338 9.0946 -0.020
C 4.8009 -6.3519 7.7294 -0.051
C 6.7636 -5.2843 12.0090 -0.026
H 8.1148 -7.8951 12.1237 0.078
H 7.1294 -8.5873 10.8757 0.083
H 6.3722 -8.0358 12.3358 0.071
H 8.9863 -5.7919 10.9148 0.103
H 8.8653 -7.0093 9.8036 0.119
H 9.1898 -4.8518 8.6867 0.107
H 7.9608 -4.1342 9.6910 0.099
H 7.3284 -6.3066 7.4725 0.113
H 6.9390 -4.6614 7.4230 0.102
H 5.6452 -3.6407 9.7683 0.059
H 4.9140 -3.7586 8.1201 0.079
H 4.0274 -4.3634 9.5099 0.071
H 5.2238 -7.3517 7.6312 0.089
H 3.7408 -6.4204 7.9738 0.081
H 4.8347 -5.9346 6.7230 0.085
H 6.0579 -5.5586 12.7932 0.078
H 6.3292 -4.3602 11.6276 0.063
H 7.7147 -5.0779 12.4997 0.085
H 4.3981 -6.0189 10.9297 0.089
C 3.7266 7.0453 3.8716 -0.076
C 2.5575 6.2343 4.5329 -0.312
O 2.0842 7.0706 5.5658 -0.091
H 4.3741 6.4542 3.2240 0.061
H 4.3028 7.4255 4.7151 0.069
H 3.3314 7.8553 3.2586 0.066
H 2.8859 5.2652 4.9086 0.099
H 1.7220 6.0288 3.8638 0.103
H 1.1253 7.1023 5.5992 0.081
C 0.5878 -0.1456 -11.9319 -0.096
C 1.8529 0.5806 -12.2329 -0.333
O 1.4920 1.9430 -12.3447 -0.100
H 0.0870 0.2346 -11.0415 0.077
H 0.8241 -1.1915 -11.7361 0.076
H -0.2111 -0.0090 -12.6606 0.077
H 2.4102 0.3696 -13.1456 0.112
H 2.5265 0.5296 -11.3774 0.108
H 2.2454 2.5379 -12.3474 0.079
C 4.7888 4.9767 -7.9472 -0.101
C 5.7645 5.2476 -9.0757 -0.313
O 5.0099 5.8960 -10.1185 -0.090
H 4.5533 5.9244 -7.4628 0.072
H 5.2080 4.2555 -7.2457 0.070
H 3.8716 4.5305 -8.3315 0.074
H 6.1628 4.3179 -9.4821 0.105
H 6.6467 5.7729 -8.7098 0.106
H 4.9570 6.8409 -9.9573 0.077
C -9.1820 2.9628 -6.6002 -0.092
C -8.0020 3.9028 -6.9343 -0.334
O -7.3048 3.5290 -8.1011 -0.070
H -9.8570 3.0651 -7.4499 0.071
H -9.7997 3.1708 -5.7266 0.066
H -8.7896 1.9715 -6.3732 0.068
H -7.3774 3.9660 -6.0432 0.107
H -8.4704 4.8608 -7.1598 0.102
H -6.3729 3.4058 -7.9061 0.082
C -3.2480 -7.4439 3.4834 -0.086
C -2.4710 -7.6613 2.1706 -0.317
O -3.0395 -6.8134 1.2036 -0.095
H -4.3256 -7.5331 3.3459 0.071
H -3.0862 -6.4938 3.9926 0.068
H -2.9538 -8.2340 4.1743 0.063
H -2.5319 -8.6571 1.7316 0.110
H -1.4250 -7.3610 2.2326 0.106
H -2.5812 -5.9776 1.3172 0.079
C -12.8853 -3.7655 -0.6672 -0.095
C -12.1770 -3.6190 -1.9934 -0.359
O -12.2639 -4.7494 -2.8253 -0.061
H -12.4373 -4.4683 0.0353 0.071
H -13.8884 -4.1286 -0.8906 0.074
H -13.0069 -2.7574 -0.2708 0.073
H -11.1911 -3.1624 -1.9060 0.111
H -12.7577 -2.8530 -2.5074 0.105
H -11.4661 -5.2320 -2.5970 0.082
C -0.9829 7.9823 -12.3050 -0.081
C -1.2190 7.7067 -10.7887 -0.340
O -1.3974 6.3665 -10.4925 -0.078
H -1.7053 7.3682 -12.8428 0.071
H 0.0079 7.6818 -12.6458 0.067
H -1.1654 9.0416 -12.4856 0.068
H -2.1152 8.2657 -10.5195 0.108
H -0.3448 7.9905 -10.2027 0.103
H -0.9083 5.8237 -11.1152 0.082
C -2.8197 10.2444 4.0070 -0.092
C -3.8931 9.2035 4.0959 -0.360
O -3.5714 8.3435 5.1317 -0.073
H -1.8756 9.8710 3.6104 0.071
H -2.4989 10.6280 4.9755 0.076
H -3.0511 11.1298 3.4149 0.074
H -4.0338 8.6355 3.1763 0.109
H -4.8699 9.6371 4.3102 0.108
H -4.3082 7.7560 5.3148 0.086
C 9.2408 2.6223 -0.8633 -0.080
C 9.7003 2.7211 0.5930 -0.346
O 10.3110 3.9494 0.8167 -0.088
H 8.4755 3.3633 -1.0940 0.072
H 8.7634 1.6678 -1.0847 0.069
H 10.0647 2.7917 -1.5565 0.073
H 10.4817 2.0327 0.9149 0.111
H 8.8196 2.7211 1.2354 0.108
H 10.3607 3.9921 1.7745 0.082
C 0.6005 -7.9894 -6.6279 -0.097
C 0.5864 -7.1038 -7.8764 -0.311
O 1.4079 -7.5679 -8.9605 -0.082
H 0.3376 -9.0133 -6.8938 0.066
H -0.0443 -7.6562 -5.8147 0.071
H 1.5808 -8.0651 -6.1574 0.070
H 1.0239 -6.1597 -7.5516 0.106
H -0.4270 -6.9103 -8.2279 0.105
H 1.0635 -8.4131 -9.2581 0.074
C -10.2552 3.4315 2.0368 -0.168
O -11.0440 3.1280 3.1731 -0.128
H -9.2469 3.0318 2.1441 0.080
H -10.7262 2.8881 1.2176 0.071
H -10.2908 4.4758 1.7265 0.073
H -11.9780 3.2413 2.9823 0.073
C -1.6472 8.9608 -3.7551 -0.145
O -2.2500 9.9033 -2.8316 -0.135
H -2.1397 7.9983 -3.8938 0.080
H -1.4381 9.4360 -4.7135 0.067
H -0.6145 8.8343 -3.4302 0.067
H -1.6366 10.5959 -2.5754 0.067
C 7.3660 -5.7907 -0.3659 -0.184
O 8.2318 -6.8680 -0.1275 -0.115
H 7.8489 -4.8865 0.0047 0.080
H 7.2659 -5.6069 -1.4357 0.068
H 6.3406 -5.9336 -0.0252 0.076
H 7.8050 -7.7063 -0.3195 0.075
C -1.5684 0.0360 8.1967 -0.175
O -1.6164 -1.0938 7.3699 -0.128
H -1.1475 0.8576 7.6172 0.079
H -2.5986 0.2875 8.4490 0.073
H -1.0164 -0.2397 9.0953 0.081
H -1.4502 -1.8312 7.9618 0.070
C -9.0953 -2.2369 4.7478 -0.160
O -10.4311 -1.8025 5.0106 -0.129
H -8.7918 -1.7566 3.8176 0.071
H -8.3411 -1.9751 5.4899 0.072
H -9.1853 -3.3103 4.5806 0.079
H -10.4508 -0.8495 4.8967 0.067
```

The LUMO energy comes out at 0.195 eV. The molecular weight is 935.41 g mol⁻¹. As for the spin multiplicity: 1.

=====

DFT (ωB97M-V/def2-TZVPD) results for C21H18F3FeNO2S as an isolated structure.

The geometry in XYZ format:
```
47
Properties=species:S:1:pos:R:3:mulliken_spin:R:1
F 4.2120 0.9524 2.3062 -0.002
C 3.3385 -0.0130 1.9908 0.000
F 3.7471 -0.6088 0.8433 0.000
F 3.3235 -0.9435 2.9802 -0.003
S 1.6517 0.7536 1.8332 0.049
C 0.5967 -0.6828 1.6842 0.440
C -0.8329 -0.2706 1.7411 0.186
C -1.8052 -1.2733 1.9007 0.091
C -3.1473 -0.9429 2.0810 0.048
C -3.5498 0.3966 2.1087 0.231
C -4.9263 0.7441 2.3274 0.019
N -6.0497 1.0341 2.4841 0.179
C -2.5907 1.4024 1.9642 0.082
C -1.2553 1.0725 1.7614 0.035
O 1.4014 1.4015 3.0951 0.030
O 1.6831 1.4903 0.5926 -0.001
H 0.8382 -1.3144 2.5470 -0.009
H -1.4794 -2.3142 1.8727 0.054
H -3.8926 -1.7263 2.2209 0.019
H -2.8830 2.4527 2.0310 0.028
H -0.5632 1.8995 1.6197 0.043
C -0.1109 -2.5518 -0.9511 -0.035
C 0.9815 -2.4601 0.0295 0.539
C 2.0622 -3.3210 -0.0654 0.010
C 3.0372 -3.7487 0.9680 0.023
C 4.0242 -4.6027 0.3647 0.090
C 3.6643 -4.8054 -1.0320 0.067
C 2.4321 -4.0979 -1.2858 0.079
Fe 2.2055 -5.3490 0.1696 1.128
C 0.4431 -6.1842 -0.1500 0.063
C 0.6471 -5.8741 1.2596 0.093
C 1.8587 -6.5550 1.6943 -0.011
C 2.3976 -7.2860 0.5583 -0.023
C 1.5234 -7.0593 -0.5774 -0.005
H -1.0318 -2.1073 -0.5554 0.008
H 0.1140 -2.0285 -1.8957 0.044
H -0.3352 -3.5936 -1.2354 0.032
H 1.0035 -1.4688 0.6584 0.411
H 3.0183 -3.3473 1.9768 0.002
H 4.9185 -4.9784 0.8571 -0.021
H 4.2377 -5.3534 -1.7768 0.024
H 1.8972 -3.9694 -2.2238 0.010
H -0.4235 -5.9084 -0.7428 -0.081
H -0.0349 -5.3105 1.8901 -0.011
H 2.2405 -6.5876 2.7106 0.014
H 3.2490 -7.9618 0.5799 0.015
H 1.6076 -7.5330 -1.5526 0.015
```

As for the net charge: -2. The LUMO energy (alpha / beta) comes out at 4.800 / 4.675 eV. The molecular weight is 461.29 g mol⁻¹. As for the spin multiplicity: 5.

=====

DFT (ωB97M-V/def2-TZVPD) results for an isolated ion of composition C4H10N and charge +1.

The geometry in XYZ format:
```
15
Properties=species:S:1:pos:R:3:nbo_charge:R:1
C 0.7880 1.9289 -0.0874 -0.619
C 0.1339 0.5117 -0.1081 0.145
C 1.1504 -0.5943 -0.1402 -0.675
C -1.1776 0.1069 0.1705 -0.168
N -1.3843 -1.3101 0.1579 -0.713
H 0.0056 2.5308 0.2108 0.228
H 1.2253 2.2031 -0.9973 0.248
H 1.5632 1.8371 0.7601 0.242
H 1.0611 -1.2620 0.7030 0.212
H 2.1457 -0.2739 -0.1361 0.258
H 0.9403 -1.3174 -0.9368 0.217
H -2.0926 0.7375 0.1283 0.251
H -1.0853 -1.6694 -0.7700 0.442
H -2.4614 -1.5104 0.1948 0.474
H -0.8121 -1.9184 0.8504 0.458
```

As for the net charge: +1. The LUMO energy comes out at -3.845 eV. The molecular weight is 72.13 g mol⁻¹. As for the spin multiplicity: 1. The SMILES is CC(C)=C[NH3+].

=====

DFT (ωB97M-V/def2-TZVPD) results for a 2-piece molecular cluster, C6H13O3 overall.

The geometry in XYZ format:
```
22
Properties=species:S:1:pos:R:3:mulliken_spin:R:1
C 0.7309 -1.8129 -0.5668 0.002
C 0.7395 -0.7097 0.4856 0.004
C 0.7061 -1.3267 1.8827 0.011
C -0.4053 0.2657 0.2960 0.107
C -0.3644 1.3625 1.3458 0.004
C -0.3825 0.8950 -1.1764 -0.021
O -1.1591 1.9654 -1.3358 0.798
O -1.4317 2.6815 -3.4615 0.009
O -2.0000 1.7264 -3.9761 0.044
H -0.2092 -2.3803 -0.5305 -0.001
H 0.8566 -1.4174 -1.5772 0.000
H 1.5488 -2.5086 -0.3764 0.001
H 1.6638 -0.1190 0.3685 0.000
H -0.2445 -1.8610 2.0311 -0.001
H 1.5230 -2.0427 2.0027 0.000
H 0.8023 -0.5676 2.6626 -0.001
H -1.3463 -0.3028 0.3833 -0.002
H 0.6033 1.8731 1.2942 0.000
H -1.1520 2.0936 1.1665 0.003
H -0.4814 0.9907 2.3627 0.000
H 0.6920 1.1324 -1.4182 0.008
H -0.6898 0.0622 -1.8626 0.034
```

The LUMO energy (alpha / beta) comes out at -0.948 / -1.315 eV. The molecular weight is 133.17 g mol⁻¹. As for the spin multiplicity: 2.

=====

Quick rundown of E, same order as above: -652.92505, -3097.24360, -2977.44596, -212.85195, -461.89763 Eh
Quick rundown of energy relative to the best compared isomer or geometry (same formula, charge and spin), same order as above: 155.0, 88.2, 336.4, 179.6, 470.6 kJ/mol